Entry from OMol25: the molecule C6H7N at a distorted geometry (wB97M-V/def2-TZVPD).

XYZ file:
```
14
Properties=species:S:1:pos:R:3:nbo_charge:R:1
C -0.32188 1.78955 1.72138 -0.390
C -0.26259 0.75448 0.66843 -0.052
C -0.14788 -0.60283 1.04060 -0.233
C 0.23848 -1.53718 0.20321 -0.179
C 0.77118 -0.79063 -0.96948 -0.119
N -0.40126 -0.37737 -1.77483 -0.579
C 0.10872 0.69016 -0.71378 -0.122
H -0.15861 2.76244 1.33340 0.200
H -0.74178 1.46175 2.81842 0.234
H -0.27742 -1.02319 1.96133 0.206
H 0.10391 -2.66855 0.42565 0.237
H 1.41661 -1.03645 -1.79174 0.232
H -0.23121 -0.15815 -2.68710 0.345
H 0.38113 1.48240 -1.33829 0.218
```

Computed properties:
Gap between HOMO and LUMO: 8.29 eV
Relative energy (zero: lowest compared OMol25 entry of this formula, charge and spin): 133.8 kcal per mole
SMILES: C=C1C=C[C@H]2N[C@@H]12